1.
52
Properties=species:S:1:pos:R:3:mulliken_charge:R:1 method="wB97M-V/def2-TZVPD" total_charge=-1 homo_energy_ev=-4.57 orbital_gap_ev=4.8
C -4.741 -1.274 4.874 -0.92
B -5.077 0.018 3.923 0.41
O -6.014 -0.089 2.847 -0.58
Al -4.076 1.790 4.390 0.28
Cl -3.916 1.934 6.638 -0.47
C -2.216 1.679 3.565 -0.86
C -2.206 1.257 2.031 0.74
C -0.832 0.510 1.707 -0.97
O -2.419 2.417 1.204 -0.53
N -4.934 3.398 3.750 -0.33
C -6.110 3.403 3.995 0.21
S -7.744 3.345 3.710 -0.39
H -5.300 -1.173 5.852 0.24
H -3.638 -1.213 5.120 0.21
H -4.942 -2.262 4.353 0.26
H -5.956 -1.026 2.566 0.25
H -1.615 0.908 4.149 0.25
H -1.689 2.671 3.684 0.36
H -3.031 0.514 1.791 -0.11
H -0.958 -0.611 1.817 0.32
H -0.530 0.717 0.634 0.09
H -0.043 0.806 2.453 0.30
H -1.836 2.404 0.425 0.25
O 2.562 -0.128 -0.353 -0.85
P 2.952 -0.159 -1.835 0.95
N 1.349 0.157 -2.378 0.27
C 0.727 -0.363 -3.581 -0.96
C 0.937 1.548 -2.197 -1.28
N 3.234 -1.872 -1.771 0.14
C 2.114 -2.771 -1.522 -1.03
C 4.330 -2.220 -0.867 -1.16
N 3.494 -0.196 -3.545 0.01
C 3.891 -1.402 -4.261 -0.93
C 4.511 0.844 -3.778 -1.09
H 1.036 0.180 -4.484 0.32
H -0.361 -0.282 -3.503 0.35
H 0.934 -1.420 -3.739 0.23
H 1.386 2.198 -2.961 0.30
H 1.243 1.923 -1.217 0.42
H -0.150 1.651 -2.243 0.36
H 1.505 -2.462 -0.665 0.27
H 2.462 -3.791 -1.336 0.40
H 1.467 -2.846 -2.396 0.26
H 4.027 -2.176 0.185 0.33
H 5.172 -1.532 -1.002 0.36
H 4.701 -3.227 -1.083 0.35
H 4.808 -1.847 -3.861 0.29
H 4.068 -1.165 -5.317 0.38
H 3.103 -2.154 -4.259 0.27
H 5.461 0.586 -3.296 0.34
H 4.173 1.801 -3.367 0.36
H 4.687 0.999 -4.845 0.36

2.
9
Properties=species:S:1:pos:R:3:mulliken_charge:R:1 method="wB97M-V/def2-TZVPD" total_charge=0 homo_energy_ev="-8.52 / -7.67" orbital_gap_ev="9.1 / 7.8"
C -1.162 -0.588 -0.412 -0.32
C -1.578 0.172 0.545 -0.70
C 1.292 0.394 -0.120 -0.30
C 0.258 -0.582 -0.382 0.45
O 1.165 -0.869 0.496 -0.34
H -1.752 -1.071 -1.055 0.45
H -1.273 0.710 1.412 0.32
H 2.104 0.535 -0.841 0.23
H 0.945 1.299 0.357 0.22

3.
116
Properties=species:S:1:pos:R:3:mulliken_charge:R:1 method="wB97M-V/def2-TZVPD" total_charge=0 homo_energy_ev=-8.12 orbital_gap_ev=7.5 smiles="C#CCCC[C@@](CCCO)(O[C@@](N)(OC[C@@H](C)CC(C)C)[C@@](CCF)(CCOC=O)N(Cl)C[C@@H](C)F)S(=O)(=O)F.O.O.O.O.O.O.O.O.O.O"
C -2.928 3.499 4.616 -0.84
C -2.246 2.918 3.511 -0.44
C -1.257 2.127 2.419 1.74
C -1.362 2.945 1.024 -0.58
C -0.192 2.748 -0.074 -0.57
C 1.301 2.361 0.450 -0.08
C 1.875 3.375 1.659 0.32
C 1.310 4.887 1.645 -0.12
C 0.405 5.133 3.031 -0.39
O 1.187 6.034 3.942 -0.59
O 1.500 1.063 1.027 0.94
C 1.197 -0.139 0.318 -1.04
N -0.194 -0.570 0.843 0.10
O 1.360 -0.215 -1.111 -0.27
C 0.227 -0.450 -1.947 -0.39
C -0.071 -2.040 -2.362 1.03
C -1.510 -2.470 -1.709 -1.13
C -0.287 -2.110 -4.019 -1.23
C -1.611 -1.296 -4.539 1.12
C -1.162 -0.534 -5.951 -1.17
C -2.742 -2.432 -5.013 -1.23
C 2.271 -1.301 0.908 -0.33
C 3.285 -1.841 -0.311 -0.46
C 4.471 -2.846 0.210 -0.46
F 4.061 -3.859 1.205 -0.34
C 3.288 -0.727 2.057 -0.71
C 4.491 0.270 1.560 0.24
O 5.354 0.487 2.771 -0.29
C 6.535 -0.388 2.683 0.22
O 6.751 -1.352 3.608 -0.49
N 1.452 -2.384 1.489 1.20
Cl 0.924 -3.657 0.538 -0.12
C 1.298 -2.489 2.953 -0.18
C 0.101 -3.554 3.434 0.13
C 0.690 -5.076 3.675 -0.86
F -0.318 -3.066 4.801 -0.40
S 2.466 2.799 -1.005 1.31
O 2.968 4.251 -0.997 -0.62
O 1.585 2.648 -2.308 -0.63
F 3.727 1.611 -1.207 -0.32
H -3.829 3.796 5.339 0.33
H -1.771 1.057 2.292 -0.41
H -0.186 1.919 2.834 -0.24
H -1.473 4.117 1.221 0.13
H -2.392 2.633 0.508 0.27
H -0.090 3.781 -0.665 0.76
H -0.602 1.994 -0.894 -0.11
H 1.773 2.864 2.733 -0.80
H 3.054 3.432 1.478 0.77
H 2.247 5.615 1.784 0.24
H 0.773 5.254 0.675 0.28
H -0.586 5.718 2.793 0.20
H 0.255 4.141 3.634 0.09
H 1.675 5.407 4.585 0.31
H -0.930 0.125 0.513 0.26
H -0.186 -0.385 1.892 0.26
H 0.463 0.062 -3.003 0.08
H -0.814 -0.025 -1.643 -0.11
H 0.822 -2.757 -2.142 0.28
H -1.499 -2.675 -0.557 0.18
H -1.884 -3.423 -2.324 0.34
H -2.367 -1.656 -1.881 0.14
H -0.264 -3.253 -4.307 0.45
H 0.655 -1.539 -4.475 0.15
H -2.066 -0.556 -3.744 0.04
H -2.037 0.147 -6.357 0.20
H -0.996 -1.365 -6.791 0.30
H -0.133 0.023 -5.852 0.33
H -2.264 -3.514 -5.133 0.22
H -3.633 -2.502 -4.253 0.29
H -3.146 -2.155 -6.097 0.28
H 2.734 -2.401 -1.173 0.14
H 3.848 -0.934 -0.847 0.39
H 5.429 -2.318 0.624 0.11
H 4.830 -3.454 -0.753 0.30
H 3.874 -1.605 2.619 0.66
H 2.747 -0.140 2.946 -0.17
H 4.075 1.361 1.310 -0.81
H 5.209 -0.157 0.748 0.47
H 7.322 -0.200 1.821 0.33
H 0.984 -1.452 3.454 -0.01
H 2.261 -2.837 3.565 0.14
H -0.850 -3.503 2.753 0.25
H 1.529 -5.379 2.899 0.23
H -0.161 -5.896 3.768 0.19
H 1.229 -5.068 4.739 0.30
O -1.754 -7.568 4.847 -0.64
H -1.701 -7.005 5.634 0.32
H -2.639 -7.959 4.899 0.31
O 3.666 -2.510 -3.020 -0.57
H 4.164 -2.552 -3.850 0.31
H 3.211 -1.655 -3.064 0.25
O -3.864 0.595 -7.636 -0.61
H -3.773 0.288 -8.550 0.31
H -4.394 1.403 -7.712 0.28
O 3.222 2.433 4.247 -0.60
H 4.060 1.949 4.302 0.28
H 2.567 1.804 4.586 0.25
O -3.889 2.399 -1.448 -0.55
H -4.800 2.386 -1.119 0.27
H -3.966 2.790 -2.332 0.27
O 4.242 5.760 2.917 -0.58
H 4.788 5.905 2.130 0.30
H 4.827 5.281 3.523 0.29
O -3.685 -0.134 1.768 -0.59
H -2.847 -0.617 1.822 0.25
H -4.340 -0.762 2.106 0.30
O -6.454 1.677 -2.246 -0.59
H -6.069 1.153 -2.965 0.30
H -7.409 1.624 -2.403 0.31
O -5.730 -3.585 -4.650 -0.61
H -5.346 -4.109 -5.369 0.31
H -6.685 -3.638 -4.806 0.30
O -9.542 2.328 -2.092 -0.64
H -9.207 3.166 -1.739 0.32
H -10.485 2.496 -2.238 0.30

4.
78
Properties=species:S:1:pos:R:3:mulliken_charge:R:1 method="wB97M-V/def2-TZVPD" total_charge=0 homo_energy_ev=-9.04 orbital_gap_ev=9.2 smiles="Fc1ccccc1.Fc1ccccc1.CNC(C)=O.CNC(C)=O.ClCCl.ClCCl.ClCCl.ClCCl.ClCCl.ClCCl"
F 1.109 4.218 5.597 -0.30
C 0.531 4.422 4.373 0.34
C -0.865 4.521 4.233 -0.46
C -1.463 4.593 3.010 -0.43
C -0.648 4.767 1.835 -0.46
C 0.717 4.749 2.001 -0.13
C 1.318 4.586 3.231 -0.51
H -1.540 4.501 5.076 0.36
H -2.540 4.587 2.937 0.40
H -1.102 5.014 0.887 0.41
H 1.428 4.803 1.190 0.43
H 2.383 4.571 3.411 0.36
F -0.636 -4.443 -1.191 -0.27
C -0.554 -5.234 -0.107 0.28
C 0.628 -5.988 0.105 -0.28
C 0.663 -6.773 1.263 -0.47
C -0.328 -6.691 2.224 -0.62
C -1.408 -5.814 2.065 -0.47
C -1.554 -5.148 0.841 -0.19
H 1.472 -6.002 -0.569 0.53
H 1.539 -7.365 1.482 0.37
H -0.322 -7.278 3.131 0.36
H -2.145 -5.727 2.849 0.42
H -2.400 -4.486 0.728 0.34
C -3.171 2.625 -3.663 -0.68
N -1.733 2.989 -3.647 -0.19
C -0.989 3.011 -2.565 0.69
C 0.432 3.617 -2.751 -0.77
O -1.304 2.610 -1.462 -0.76
H -3.300 1.582 -3.372 0.09
H -3.634 2.919 -4.605 0.35
H -3.766 3.205 -2.957 0.30
H -1.389 3.581 -4.389 0.27
H 0.410 4.652 -3.093 0.45
H 0.995 2.990 -3.443 0.29
H 1.003 3.525 -1.827 -0.09
C -0.663 -0.824 -0.288 -0.40
N 0.144 0.358 -0.235 0.38
C 1.392 0.331 0.210 0.23
C 2.120 1.666 0.151 -0.35
O 1.942 -0.650 0.708 -0.67
H -0.248 -1.600 -0.932 0.13
H -1.677 -0.529 -0.557 0.07
H -0.704 -1.188 0.739 0.04
H -0.230 1.206 -0.638 0.16
H 1.448 2.523 0.214 -0.07
H 2.496 1.698 -0.871 0.14
H 2.892 1.865 0.894 0.40
Cl -5.856 -0.324 2.271 -0.18
C -4.205 -0.493 1.468 0.19
Cl -2.880 0.198 2.448 -0.11
H -3.871 -1.511 1.267 -0.04
H -4.222 0.004 0.499 0.13
Cl 2.384 -3.340 -1.659 -0.16
C 3.793 -3.104 -0.553 0.05
Cl 4.573 -4.654 -0.217 -0.17
H 4.520 -2.431 -1.005 0.37
H 3.406 -2.644 0.357 -0.07
Cl 2.238 -3.998 3.518 -0.19
C 1.247 -2.635 2.871 0.21
Cl -0.285 -2.598 3.724 -0.16
H 1.789 -1.701 3.021 0.33
H 1.140 -2.869 1.812 -0.17
Cl 5.061 4.452 1.559 -0.14
C 4.930 3.897 -0.099 0.19
Cl 4.022 5.095 -1.089 -0.17
H 5.909 3.687 -0.531 0.37
H 4.415 2.937 -0.116 -0.18
Cl -2.699 -1.296 -3.005 -0.04
C -3.990 -2.291 -2.387 0.03
Cl -3.678 -3.992 -2.481 -0.13
H -4.050 -2.008 -1.336 -0.27
H -4.907 -1.961 -2.874 0.40
Cl 2.165 0.320 -3.357 -0.15
C 0.801 -0.631 -3.845 0.80
Cl 0.626 -0.778 -5.595 -0.19
H 1.033 -1.604 -3.411 -0.06
H -0.161 -0.270 -3.480 -0.49